(1)
{
  "formula": "C2H5NS",
  "method": "the ωB97M-V functional and the def2-TZVPD basis",
  "e_tot_ha": -532.12437,
  "gap_ev": 9.2,
  "largest_force_ev_per_a": 3.195,
  "smiles": "CC(N)=S",
  "e_homo_ev": -8.44,
  "mol_weight_da": 75.14,
  "symbols": ["S", "N", "C", "C", "H", "H", "H", "H", "H"],
  "coordinates": [[-1.0869, 0.9094, -0.2297], [0.5937, -0.6850, 1.2826], [0.1987, -0.1550, 0.0862], [1.0812, -0.7770, -0.9122], [0.5802, -0.9502, -1.8522], [0.1463, -0.3508, 2.0556], [1.4268, -1.1841, 1.5316], [1.6906, -1.5954, -0.6331], [1.7115, -0.0837, -1.4489]]
}

---

(2)
{
  "formula": "C26H45F2N6OP",
  "method": "the ωB97M-V functional and the def2-TZVPD basis",
  "e_tot_ha": -1962.46897,
  "gap_ev": 9.4,
  "largest_force_ev_per_a": 4.598,
  "smiles": "O=C(F)CPF.CCCC#N.CCCC#N.CCCC#N.CCCC#N.CCCC#N.CCCC#N",
  "e_homo_ev": -9.25,
  "mol_weight_da": 526.66,
  "symbols": ["P", "F", "F", "O", "N", "N", "N", "N", "N", "N", "C", "C", "C", "C", "C", "C", "C", "C", "C", "C", "C", "C", "C", "C", "C", "C", "C", "C", "C", "C", "C", "C", "C", "C", "C", "C", "H", "H", "H", "H", "H", "H", "H", "H", "H", "H", "H", "H", "H", "H", "H", "H", "H", "H", "H", "H", "H", "H", "H", "H", "H", "H", "H", "H", "H", "H", "H", "H", "H", "H", "H", "H", "H", "H", "H", "H", "H", "H", "H", "H", "H"],
  "coordinates": [[1.6073, 4.1049, -0.1971], [3.2395, 4.5921, -0.3319], [0.2717, 1.2389, 1.9059], [-1.0347, 3.0186, 1.2636], [1.5806, 8.3228, 0.0283], [-4.8431, -2.2696, 4.2514], [2.9912, -3.3190, -5.2481], [4.7770, -1.8175, 0.4506], [-0.3215, -6.6059, 5.4549], [0.2028, 2.3611, -3.1173], [2.9756, -2.1710, 2.4036], [-4.5490, 0.5726, 1.8138], [2.8319, -3.6626, 2.7163], [1.2612, 8.5115, -1.0904], [-3.9797, -1.6679, 3.7209], [-0.5465, 9.3678, -2.5600], [-3.3403, 0.5236, 2.7421], [1.2991, 3.6698, 1.6550], [2.6547, -0.4770, -3.3637], [-0.1899, -3.1228, -7.2251], [-2.6278, -6.3191, 6.7895], [2.2157, -0.2660, -1.9191], [0.4384, 1.3582, -2.5287], [0.7311, 0.0834, -1.7926], [3.9846, -1.9721, 1.3095], [0.8859, -2.2314, -7.8364], [-2.8789, -0.9038, 3.0449], [0.8535, 8.7510, -2.5151], [-1.3358, -6.4809, 6.0420], [2.2794, -2.8629, -7.7907], [-1.6104, 8.4704, -1.9366], [-3.3615, -5.0696, 6.2962], [2.6783, -3.1182, -6.3664], [2.3559, -4.4767, 1.5180], [-2.5601, -3.7906, 6.5071], [0.0800, 2.6122, 1.6083], [-2.5951, 8.9370, -2.0169], [-1.6511, 7.5009, -2.4421], [2.0775, -1.2767, -3.8361], [-1.1694, -2.6454, -7.3057], [-3.2458, -7.2060, 6.6293], [-1.4195, 8.2971, -0.8744], [-3.5928, -5.1717, 5.2314], [-0.8148, 9.5671, -3.6014], [-3.1323, -2.9246, 6.1678], [2.2401, -5.5271, 1.7948], [2.8229, 0.5303, -1.4766], [-3.5892, 1.0387, 3.6755], [3.7910, -4.0632, 3.0590], [1.5760, 9.4233, -2.9841], [-4.3331, 0.0774, 0.8623], [3.0106, -2.1938, -8.2510], [0.7041, 5.1950, -0.5308], [2.1196, -3.7878, 3.5369], [2.5341, 0.4326, -3.9586], [0.6241, -2.0207, -8.8773], [2.2914, -3.8078, -8.3404], [-2.5156, 1.0740, 2.2812], [3.7110, -0.7522, -3.4028], [-1.6247, -3.8034, 5.9412], [3.0716, -4.4357, 0.6929], [-0.0054, -3.3071, -6.1637], [-0.2383, -4.0877, -7.7389], [3.3048, -1.6300, 3.2942], [0.8959, -1.2734, -7.3069], [1.3900, -4.1122, 1.1548], [0.4639, 0.2110, -0.7401], [-2.0047, -0.8847, 3.7007], [-4.3149, -4.9835, 6.8251], [0.8726, 7.8015, -3.0570], [2.0169, -1.7508, 2.0867], [-2.4152, -6.2429, 7.8592], [2.2611, 3.1872, 2.0676], [0.9677, 4.5753, 2.2623], [2.4170, -1.1778, -1.3496], [-4.8235, 1.6089, 1.6029], [0.1115, -0.7174, -2.2052], [-5.4217, 0.0909, 2.2623], [-2.3206, -3.6472, 7.5654], [-2.5998, -1.4206, 2.1227], [-0.5441, 10.3302, -2.0386]]
}

---

(3)
{
  "formula": "C25H48Cl3LuN4O4Si",
  "method": "the ωB97M-V functional and the def2-TZVPD basis",
  "e_tot_ha": -4407.17490,
  "gap_ev": 5.9,
  "largest_force_ev_per_a": 3.147,
  "e_homo_ev": -6.36,
  "mol_weight_da": 778.10,
  "symbols": ["Lu", "Cl", "Cl", "Cl", "Si", "O", "O", "O", "O", "N", "N", "N", "N", "C", "C", "C", "C", "C", "C", "C", "C", "C", "C", "C", "C", "C", "C", "C", "C", "C", "C", "C", "C", "C", "C", "C", "C", "C", "H", "H", "H", "H", "H", "H", "H", "H", "H", "H", "H", "H", "H", "H", "H", "H", "H", "H", "H", "H", "H", "H", "H", "H", "H", "H", "H", "H", "H", "H", "H", "H", "H", "H", "H", "H", "H", "H", "H", "H", "H", "H", "H", "H", "H", "H", "H", "H"],
  "coordinates": [[-1.5124, -0.3022, 1.2684], [-0.5237, -2.5383, 1.5647], [0.4388, 0.4983, -3.1659], [-3.3071, -0.9575, -0.3066], [1.7322, -0.1251, -1.6009], [-1.7054, 1.7085, 0.1348], [0.3527, 0.2944, 2.4927], [-2.6181, 0.6031, 2.7458], [0.9483, -1.7246, -1.4528], [-2.6711, 3.1747, -1.3542], [-4.6055, 1.2205, 3.5103], [-2.6712, 2.5744, 3.8699], [2.2101, -0.1827, 3.7648], [-1.5824, 3.0798, -2.3223], [3.0014, -1.2512, 4.3737], [1.0531, -3.0496, -4.8173], [0.3509, -2.9228, -6.1238], [4.9643, -2.8482, -3.3760], [-5.4935, 1.8253, 4.4793], [-1.2530, 2.7413, 3.5574], [3.0319, 0.5224, -2.8613], [1.2446, -2.8746, -2.2788], [0.9791, -0.4502, 3.3323], [2.8893, 1.0640, 3.3934], [4.6379, -4.4813, -1.6298], [-3.8313, 3.9787, -1.7284], [0.4959, -2.7782, -3.6170], [-5.1479, 0.1451, 2.6841], [2.9829, -0.8233, -0.2517], [-2.6738, 2.4621, -0.2353], [-3.3341, 3.7104, 4.5002], [5.4935, -3.8255, -2.5221], [2.7503, -3.1877, -2.4269], [-3.2981, 1.4792, 3.3970], [1.4643, 1.3110, -0.3450], [3.5871, -2.5410, -3.3427], [3.2787, -4.1692, -1.5783], [-0.9681, -2.5006, -3.5014], [-5.0402, 1.8895, 5.4800], [-0.6625, 1.9593, 4.0478], [3.7742, 1.1682, 4.0318], [-1.8599, 3.7155, -3.1610], [-6.2141, 0.0959, 2.9229], [3.1449, 1.5994, -2.6360], [-1.0706, 2.7221, 2.4726], [2.3888, -1.7895, 5.1061], [-5.8041, 2.8304, 4.1618], [0.7075, 2.0664, -0.5732], [0.7575, -3.7131, -1.7348], [-4.9989, 0.3681, 1.6167], [5.0416, -5.2584, -0.9699], [-1.2524, -2.2765, -2.4684], [-4.6628, 3.3634, -2.0866], [1.2425, 0.8999, 0.6470], [2.2168, 1.9199, 3.5557], [-0.6542, 3.4342, -1.8633], [3.8725, -0.8155, 4.8746], [-4.6468, -0.8091, 2.9073], [2.7387, 0.4688, -3.9284], [1.0534, -3.0540, -6.9602], [3.9875, -0.0087, -2.7381], [2.0622, -3.4463, -4.9179], [-1.2380, -1.6670, -4.1581], [-4.1520, 4.0961, 3.8662], [-6.3700, 1.1798, 4.5186], [-0.4298, -3.6904, -6.2495], [3.2136, 1.0553, 2.3380], [-4.1860, 4.5902, -0.8947], [-3.7214, 3.4326, 5.4962], [0.5040, -1.3558, 3.7041], [3.3398, -1.9677, 3.6096], [-0.9789, 3.7225, 3.9480], [2.5963, -4.6684, -0.8954], [-0.1253, -1.9360, -6.2461], [3.4520, -0.0594, 0.3843], [3.1794, -1.8203, -4.0564], [-2.5683, 4.4866, 4.6147], [-3.5930, 2.5498, 0.3756], [2.4305, 1.8396, -0.2774], [5.6032, -2.3253, -4.0930], [2.4207, -1.5183, 0.3957], [6.5679, -4.0558, -2.6165], [-3.5268, 4.6302, -2.5426], [-1.5668, -3.3657, -3.8191], [-1.4485, 2.0497, -2.6706], [3.7848, -1.3919, -0.7489]]
}